--- w ---
{"formula": "C3H10S", "method": "ωB97M-V/def2-TZVPD", "elements": ["C", "H", "H", "H", "H", "C", "S", "C", "H", "H", "H", "H", "H", "H"], "xyz": [[1.34, -0.44, 1.92], [1.30, -0.76, 0.88], [0.66, 0.41, 1.99], [0.93, -1.25, 2.54], [2.30, -0.15, 2.35], [-1.84, 0.45, -0.30], [-0.26, 1.25, -0.64], [0.44, 0.05, -1.77], [-2.18, 0.84, 0.64], [-2.53, 0.71, -1.10], [-1.72, -0.63, -0.38], [-0.22, 0.08, -2.65], [0.36, -0.95, -1.37], [1.42, 0.40, -2.10]], "lowdin_spin": [0.02, 0.00, 0.01, 0.00, 0.00, 0.07, 0.74, 0.08, 0.00, 0.03, 0.01, 0.03, 0.01, 0.00], "charge": 1, "homo_lumo_gap_ev": [12.79, 8.36], "e_lumo_ha": [-0.130, -0.310], "multiplicity": 2, "homo_energy_ev": [-16.32, -16.80]}

***

--- x ---
{"formula": "C3H10S", "method": "ωB97M-V/def2-TZVPD", "elements": ["C", "S", "H", "H", "H", "H", "C", "C", "H", "H", "H", "H", "H", "H"], "xyz": [[-1.16, -1.29, -1.79], [-1.46, -0.59, -0.12], [-0.55, -2.12, -1.48], [-2.12, -1.69, -2.17], [-0.62, -0.55, -2.41], [-2.62, -0.01, -0.51], [1.91, 1.91, 0.74], [2.11, 0.55, 1.41], [2.87, 2.22, 0.32], [1.54, 2.46, 1.61], [1.24, 1.89, -0.15], [2.52, -0.22, 0.56], [2.74, 0.51, 2.33], [1.17, -0.06, 1.65]], "lowdin_spin": [0.08, 0.84, 0.00, 0.01, 0.03, 0.03, 0.00, 0.00, 0.00, 0.00, 0.00, 0.00, 0.00, 0.00], "charge": 1, "homo_lumo_gap_ev": [9.58, 4.74], "e_lumo_ha": [-0.174, -0.351], "multiplicity": 2, "homo_energy_ev": [-14.30, -14.30]}

***

Of them, x has the lowest stability.

***

--- w ---
{"formula": "H20O10", "method": "ωB97M-V/def2-TZVPD", "elements": ["H", "H", "H", "H", "H", "H", "H", "H", "H", "H", "H", "H", "H", "H", "H", "H", "H", "H", "H", "H", "O", "O", "O", "O", "O", "O", "O", "O", "O", "O"], "xyz": [[-0.42, -2.80, 2.75], [-0.79, -1.53, 1.89], [1.13, -0.57, 1.72], [2.02, -1.39, 0.04], [-2.30, -0.29, 2.49], [-1.25, 0.70, 1.52], [1.94, 0.94, 0.78], [2.87, 2.30, 1.29], [1.56, -0.24, -1.64], [3.09, -0.58, -2.54], [-0.11, 1.56, -1.43], [1.21, 1.80, -0.46], [-2.27, -0.82, -0.20], [-1.31, -1.32, -1.34], [-2.76, 1.74, -2.01], [-2.01, 0.44, -1.36], [0.08, 2.22, 1.14], [-1.12, 2.08, 0.02], [0.63, -1.77, -1.87], [-0.11, -2.13, -0.22], [-0.07, -2.15, 1.95], [2.23, -0.74, 0.87], [-1.70, -0.18, 1.80], [1.88, 2.04, 1.01], [2.07, -1.16, -2.02], [0.88, 1.43, -1.23], [-2.42, -1.06, -1.14], [-1.94, 1.62, -1.51], [-0.81, 1.90, 0.91], [-0.20, -2.07, -1.25]], "mulliken_charge": [0.35, 0.41, 0.45, 0.32, 0.21, 0.39, 0.45, 0.30, 0.51, 0.37, 0.38, 0.53, 0.37, 0.49, 0.27, 0.46, 0.33, 0.36, 0.44, 0.40, -0.74, -0.78, -0.70, -0.84, -0.88, -0.78, -0.88, -0.89, -0.63, -0.68], "homo_lumo_gap_ev": 10.34, "e_lumo_ha": -0.007, "multiplicity": 1, "homo_energy_ev": -10.54}

***

--- x ---
{"formula": "H20O10", "method": "ωB97M-V/def2-TZVPD", "elements": ["O", "H", "H", "O", "H", "H", "O", "H", "H", "O", "H", "H", "O", "H", "H", "O", "H", "H", "O", "H", "H", "O", "H", "H", "O", "H", "H", "O", "H", "H"], "xyz": [[0.33, -0.65, -0.04], [-0.09, 0.22, -0.10], [0.66, -0.83, -0.90], [0.03, 1.63, 3.78], [-0.11, 1.49, 4.73], [0.86, 2.04, 3.65], [1.56, 2.36, -3.37], [1.39, 2.28, -2.45], [0.82, 2.69, -3.77], [3.36, 0.18, -4.31], [2.40, -0.17, -4.19], [3.92, -0.55, -4.50], [-1.57, 1.50, 1.51], [-0.70, 1.26, 1.21], [-2.20, 0.71, 1.49], [-2.00, -2.12, 1.81], [-2.70, -1.60, 1.64], [-2.12, -2.92, 1.34], [1.67, -3.93, -0.82], [2.24, -3.86, -0.05], [2.32, -4.35, -1.48], [-1.90, 3.53, -1.12], [-2.42, 2.73, -1.32], [-2.10, 4.15, -1.83], [0.25, -1.30, 3.29], [0.79, -1.39, 2.53], [0.06, -2.22, 3.64], [-1.60, -0.86, -0.54], [-1.75, -1.46, -1.30], [-2.37, -1.00, -0.03]], "mulliken_charge": [-0.53, 0.25, 0.27, -0.54, 0.28, 0.27, -0.58, 0.31, 0.28, -0.62, 0.32, 0.30, -0.51, 0.26, 0.26, -0.51, 0.24, 0.30, -0.63, 0.32, 0.32, -0.60, 0.32, 0.29, -0.57, 0.28, 0.27, -0.46, 0.25, 0.19], "smiles": "O.O.O.O.O.O.O.O.O.O", "homo_lumo_gap_ev": 9.41, "e_lumo_ha": 0.002, "multiplicity": 1, "homo_energy_ev": -9.35}

***

Of them, w has the lowest stability.

***

--- w ---
{"formula": "H20O10", "method": "ωB97M-V/def2-TZVPD", "elements": ["O", "H", "H", "O", "H", "H", "O", "H", "H", "O", "H", "H", "O", "H", "H", "O", "H", "H", "O", "H", "H", "O", "H", "H", "O", "H", "H", "O", "H", "H"], "xyz": [[-0.46, -0.01, -0.34], [-0.03, 0.82, -0.07], [0.06, -0.31, -1.09], [-4.28, -2.70, -1.42], [-3.77, -1.94, -1.72], [-4.52, -3.15, -2.24], [3.97, -1.03, 0.64], [3.78, -1.60, 1.39], [4.18, -1.63, -0.08], [-1.33, -0.10, 2.91], [-2.05, -0.73, 2.97], [-0.54, -0.63, 3.02], [-4.16, 1.27, 0.24], [-5.02, 0.94, 0.51], [-4.26, 1.42, -0.71], [1.67, 2.19, -2.55], [2.52, 1.82, -2.27], [1.82, 3.14, -2.55], [1.89, -0.28, 2.22], [2.21, -1.04, 2.73], [1.06, -0.04, 2.65], [0.87, -1.75, -1.11], [0.26, -2.10, -0.45], [0.61, -2.20, -1.92], [-1.12, 2.82, 0.57], [-1.72, 2.09, 0.40], [-1.04, 3.27, -0.28], [3.03, -0.06, -1.01], [2.53, -0.19, -0.19], [3.27, -0.95, -1.28]], "mulliken_charge": [-0.65, 0.33, 0.41, -0.63, 0.31, 0.32, -0.57, 0.26, 0.30, -0.56, 0.30, 0.26, -0.59, 0.29, 0.30, -0.61, 0.30, 0.29, -0.54, 0.30, 0.24, -0.60, 0.31, 0.28, -0.64, 0.29, 0.31, -0.60, 0.38, 0.21], "smiles": "O.O.O.O.O.O.O.O.O.O", "homo_lumo_gap_ev": 9.89, "e_lumo_ha": 0.006, "multiplicity": 1, "homo_energy_ev": -9.74}

***

--- x ---
{"formula": "H20O10", "method": "ωB97M-V/def2-TZVPD", "elements": ["O", "H", "H", "O", "H", "H", "O", "H", "H", "O", "H", "H", "O", "H", "H", "O", "H", "H", "O", "H", "H", "O", "H", "H", "O", "H", "H", "O", "H", "H"], "xyz": [[1.76, 1.16, -0.47], [2.73, 1.27, -0.38], [1.72, 0.18, -0.37], [2.60, -0.35, -2.60], [2.50, 0.12, -3.42], [1.89, -1.01, -2.41], [-1.44, 1.44, 3.60], [-1.61, 2.00, 2.81], [-0.45, 1.41, 3.62], [-1.54, 1.37, -2.05], [-1.25, 0.63, -1.43], [-1.02, 2.11, -1.88], [0.38, -3.61, 1.21], [0.83, -3.77, 2.01], [-0.24, -3.02, 0.98], [-1.29, -1.60, -3.28], [-0.88, -2.45, -3.32], [-0.77, -1.26, -2.52], [1.43, 1.94, 3.33], [2.11, 1.33, 3.47], [1.82, 2.70, 2.85], [-0.29, -0.76, -0.49], [0.33, -1.41, -0.07], [-1.12, -0.86, 0.05], [-3.12, -2.98, 0.23], [-3.90, -2.38, 0.20], [-2.55, -2.57, 1.03], [1.21, 3.52, 0.34], [1.37, 2.74, 0.84], [0.96, 3.12, -0.51]], "mulliken_charge": [-0.54, 0.27, 0.20, -0.60, 0.30, 0.30, -0.65, 0.30, 0.37, -0.61, 0.36, 0.29, -0.61, 0.31, 0.27, -0.61, 0.31, 0.25, -0.63, 0.30, 0.29, -0.37, 0.22, 0.22, -0.64, 0.33, 0.30, -0.63, 0.35, 0.31], "smiles": "O.O.O.O.O.O.O.O.O.O", "homo_lumo_gap_ev": 10.59, "e_lumo_ha": -0.021, "multiplicity": 1, "homo_energy_ev": -11.15}

***

Of them, w has the lowest stability.